*w*
A cluster of 4 separate species, C3H14O4 in total, computed with wB97M-V/def2-TZVPD.

Summary:
Frontier orbital gap (alpha / beta): 10.345 / 3.418 eV
Total charge: +1
Spin multiplicity: 2
Lowest unoccupied orbital energy (alpha / beta): -3.42 / -10.33 eV

```
21
C3H14O4, DFT wB97M-V/def2-TZVPD
C 0.937 -0.426 0.618
O 0.366 -1.567 -0.084
C 2.162 0.113 -0.145
C 3.010 1.115 0.595
H -0.011 0.136 0.817
H 1.292 -0.882 1.547
H 0.337 -1.354 -1.051
H 2.668 -0.747 -0.581
H 1.686 0.627 -1.001
H 3.656 0.601 1.313
H 3.693 1.642 -0.067
H 2.425 1.861 1.131
H -5.498 0.081 0.434
H -3.949 0.075 0.197
O -4.801 0.244 -0.206
H -1.505 -0.870 0.410
H -1.641 -1.061 1.943
O -2.036 -0.630 1.163
H -1.591 0.434 -2.705
H -0.327 0.685 -2.039
O -0.872 -0.077 -2.288
```

***

*x*
A cluster of 5 separate species, C3H14O4 in total, computed with wB97M-V/def2-TZVPD.

Summary:
Frontier orbital gap (alpha / beta): 9.307 / 5.668 eV
Total charge: +1
Spin multiplicity: 2
Lowest unoccupied orbital energy (alpha / beta): -5.43 / -9.06 eV

```
21
C3H14O4, DFT wB97M-V/def2-TZVPD
C -0.327 1.581 -1.596
C -1.539 1.009 -1.014
C -1.980 -0.303 -1.110
H 0.299 0.847 -2.075
H -0.505 2.326 -2.387
H 0.181 2.111 -0.763
H -2.065 1.739 -0.419
H -2.970 -0.591 -0.777
H -1.294 -1.102 -1.317
H 1.258 -2.162 -0.325
H 1.126 -2.607 -1.799
O 0.947 -1.850 -1.206
H 1.143 1.137 1.589
H 2.440 1.116 0.922
O 1.802 1.719 1.286
H 1.955 -2.083 2.328
H 0.692 -1.417 1.764
O 1.292 -2.201 1.610
H -0.917 0.323 2.580
H -0.966 0.404 0.998
O -0.574 0.004 1.711
```

***

Which one sits at the bottom of the stability order? *w* does.

***

*w*
A cluster of 3 separate species, C5H10NO2 in total, computed with wB97M-V/def2-TZVPD.

Summary:
Frontier orbital gap: 5.789 eV
Total charge: -1
Lowest unoccupied orbital energy: 1.81 eV

```
18
C5H10NO2, DFT wB97M-V/def2-TZVPD
C -0.331 1.259 -0.218
C -1.466 0.419 -0.892
C -2.531 -0.128 -0.171
C -2.471 -0.197 1.246
N 3.133 -1.487 -0.522
C 3.275 -0.127 0.012
O 3.910 -0.110 1.119
O 2.765 0.806 -0.636
H -0.610 2.357 -0.357
H 0.537 1.180 -0.757
H -0.143 1.093 0.848
H -1.717 0.654 -1.954
H -1.124 -1.462 0.542
H -3.345 -0.542 -0.761
H 2.361 -1.588 -1.208
H -3.463 -0.442 1.624
H -1.844 0.481 1.894
H 3.062 -2.165 0.192
```

***

*x*
A structure of composition C5H10NO2, computed with wB97M-V/def2-TZVPD.

Summary:
Frontier orbital gap: 5.929 eV
Total charge: -1
Lowest unoccupied orbital energy: 3.47 eV

```
18
C5H10NO2, DFT wB97M-V/def2-TZVPD
O 3.167 0.071 0.640
C 1.973 -0.085 0.277
N 1.469 0.536 -0.963
C 0.207 0.051 -1.340
C -1.030 0.835 -0.742
C -1.947 0.086 0.111
O -3.076 0.724 0.427
C 0.954 -0.918 1.294
H 1.434 0.929 0.260
H 0.044 0.325 -2.405
H 0.285 -1.138 -1.259
H -1.541 1.164 -1.652
H -0.761 1.716 -0.082
H -1.419 -0.024 1.062
H -2.026 -1.023 -0.219
H 0.330 -1.687 0.795
H 1.577 -1.459 2.011
H 0.360 -0.101 1.786
```

***

Which one sits at the bottom of the stability order? *x* does.